This record from the OMol25 dataset describes 8 unconnected molecules or ions with the total composition C55H112N7O8 in a non-equilibrium geometry. The level of theory is ωB97M-V with the def2-TZVPD basis set.

Atoms and positions in Å:
1 C 19.47 -12.16 -8.09
2 C 18.00 -12.29 -7.72
3 C 17.22 -13.26 -8.68
4 C 15.67 -13.19 -8.65
5 N 14.94 -14.47 -9.05
6 C 14.74 -15.41 -7.86
7 C 13.56 -16.34 -8.05
8 C 12.54 -15.21 -8.47
9 C 13.39 -14.17 -9.30
10 C 15.52 -15.12 -10.26
11 C 15.60 -14.16 -11.51
12 C 15.70 -14.94 -12.93
13 H 19.39 -11.69 -9.07
14 H 20.05 -13.08 -8.22
15 H 19.93 -11.60 -7.27
16 H 17.66 -11.27 -7.92
17 H 17.92 -12.58 -6.67
18 H 17.64 -14.26 -8.55
19 H 17.57 -12.79 -9.60
20 H 15.37 -12.37 -9.30
21 H 15.35 -12.96 -7.64
22 H 15.65 -15.86 -7.46
23 H 14.38 -14.84 -7.00
24 H 13.66 -17.05 -8.88
25 H 13.17 -16.87 -7.18
26 H 11.68 -15.68 -8.94
27 H 12.28 -14.82 -7.48
28 H 13.25 -14.25 -10.38
29 H 13.17 -13.16 -8.96
30 H 14.93 -15.97 -10.59
31 H 16.53 -15.47 -10.02
32 H 16.36 -13.37 -11.46
33 H 14.67 -13.61 -11.65
34 H 16.66 -14.67 -13.36
35 H 15.03 -14.48 -13.66
36 H 15.64 -16.02 -12.96
37 C 13.98 -21.51 4.80
38 C 12.60 -22.08 5.11
39 C 12.22 -23.41 4.43
40 C 12.91 -24.61 4.89
41 N 12.33 -25.94 4.42
42 C 13.13 -27.14 5.02
43 C 14.35 -27.34 4.14
44 C 13.89 -26.81 2.75
45 C 12.58 -26.21 2.90
46 C 10.80 -26.15 4.79
47 C 10.39 -25.79 6.24
48 C 9.00 -26.44 6.67
49 H 14.22 -21.18 3.80
50 H 14.71 -22.27 5.08
51 H 14.28 -20.69 5.45
52 H 11.83 -21.34 4.92
53 H 12.48 -22.22 6.18
54 H 12.47 -23.36 3.37
55 H 11.15 -23.60 4.41
56 H 12.88 -24.61 5.98
57 H 13.98 -24.52 4.69
58 H 12.56 -28.06 4.90
59 H 13.33 -26.95 6.07
60 H 14.56 -28.40 4.04
61 H 15.25 -26.92 4.60
62 H 13.91 -27.63 2.04
63 H 14.62 -26.14 2.29
64 H 11.80 -26.90 2.57
65 H 12.44 -25.32 2.29
66 H 10.65 -27.21 4.59
67 H 10.25 -25.54 4.07
68 H 10.31 -24.71 6.34
69 H 11.14 -26.13 6.95
70 H 8.55 -26.81 5.74
71 H 8.31 -25.68 7.04
72 H 9.10 -27.32 7.31
73 C 3.73 -18.49 5.64
74 C 3.19 -19.92 5.78
75 C 1.64 -19.97 5.88
76 C 0.91 -18.81 6.69
77 N -0.62 -18.80 6.62
78 C -1.10 -17.31 6.70
79 C -2.54 -17.39 6.14
80 C -2.37 -18.26 4.91
81 C -1.14 -19.05 5.18
82 C -1.32 -19.85 7.58
83 C -1.11 -19.44 9.07
84 C -1.78 -20.52 9.99
85 H 3.84 -18.03 6.62
86 H 3.04 -17.80 5.14
87 H 4.65 -18.57 5.06
88 H 3.71 -20.44 6.58
89 H 3.45 -20.51 4.89
90 H 1.37 -20.99 6.16
91 H 1.23 -19.99 4.88
92 H 1.46 -17.92 6.41
93 H 1.15 -19.09 7.72
94 H -1.09 -17.06 7.76
95 H -0.47 -16.57 6.20
96 H -3.35 -17.62 6.82
97 H -2.73 -16.34 5.89
98 H -3.23 -18.87 4.63
99 H -2.26 -17.58 4.06
100 H -1.33 -20.10 5.00
101 H -0.40 -18.63 4.49
102 H -0.95 -20.86 7.41
103 H -2.37 -19.83 7.29
104 H -1.63 -18.52 9.33
105 H -0.06 -19.49 9.35
106 H -1.46 -21.56 10.01
107 H -2.83 -20.30 9.76
108 H -1.77 -20.16 11.02
109 C 10.22 -28.22 -5.13
110 C 11.78 -28.10 -4.97
111 C 12.60 -28.87 -6.04
112 O 14.04 -28.78 -5.98
113 C 14.76 -29.47 -4.95
114 N 12.12 -26.56 -5.10
115 H 12.96 -26.35 -4.58
116 H 12.25 -26.24 -6.05
117 H 11.41 -25.99 -4.66
118 H 9.94 -29.25 -4.95
119 H 9.80 -27.99 -6.11
120 H 9.80 -27.61 -4.33
121 H 11.93 -28.33 -3.92
122 H 12.15 -28.37 -6.90
123 H 12.15 -29.85 -6.21
124 H 15.81 -29.41 -5.25
125 H 14.57 -30.50 -5.26
126 H 14.47 -29.11 -3.97
127 C 4.13 -27.57 -0.47
128 C 3.46 -27.24 0.80
129 C 2.31 -26.32 0.45
130 O 2.69 -24.98 0.29
131 C 1.76 -24.07 -0.15
132 N 2.97 -28.49 1.57
133 H 3.67 -29.19 1.73
134 H 2.55 -28.31 2.47
135 H 2.14 -28.83 1.11
136 H 3.52 -28.27 -1.02
137 H 5.04 -28.16 -0.30
138 H 4.24 -26.65 -1.06
139 H 4.17 -26.78 1.49
140 H 1.47 -26.39 1.14
141 H 1.84 -26.62 -0.49
142 H 1.54 -24.24 -1.21
143 H 2.25 -23.11 -0.05
144 H 0.82 -24.05 0.41
145 C 7.78 -15.75 -1.11
146 N 8.50 -15.31 0.07
147 C 7.86 -14.66 1.04
148 C 8.42 -14.17 2.25
149 C 9.77 -14.48 2.49
150 C 10.49 -15.16 1.44
151 C 9.80 -15.57 0.30
152 C 10.39 -14.16 3.79
153 C 9.75 -14.08 5.02
154 C 10.26 -13.44 6.10
155 N 11.53 -13.19 6.10
156 C 12.38 -13.53 5.02
157 C 11.77 -13.87 3.82
158 C 12.17 -12.56 7.29
159 H 7.00 -16.40 -0.69
160 H 8.25 -16.40 -1.85
161 H 7.23 -14.93 -1.58
162 H 6.82 -14.52 0.81
163 H 7.87 -13.59 2.97
164 H 11.52 -15.45 1.58
165 H 10.30 -16.13 -0.48
166 H 8.67 -14.07 4.98
167 H 9.71 -13.15 6.98
168 H 13.42 -13.28 5.17
169 H 12.34 -13.89 2.90
170 H 11.63 -13.07 8.09
171 H 12.01 -11.49 7.16
172 H 13.23 -12.77 7.37
173 O 6.75 -21.76 -1.06
174 C 7.92 -22.38 -1.27
175 O 8.15 -23.48 -0.73
176 O 8.75 -21.97 -2.09
177 H 6.16 -22.40 -0.66
178 O 14.22 -19.88 -2.40
179 C 15.23 -20.73 -2.55
180 O 15.03 -21.96 -2.50
181 O 16.37 -20.30 -2.66
182 H 13.55 -20.57 -2.49

net charge	+5
multiplicity	1
E_tot	-85609.602	eV

Atomic partial charges in e from the Mulliken method, atoms 1 to 2: number 1, C, carries -1.2741; number 2, C, carries -0.6422